(1)
One molecule with the formula C26H41ClN4O5, computed with ωB97M-V/def2-TZVPD.

Each line ends with the Löwdin charge.
Element x y z (Å)
C1 1.5071 0.8473 -3.6423  -0.12
N1 1.8927 1.6788 -2.5204  -0.09
C2 1.9502 1.0256 -1.2199  -0.33
C3 2.1082 2.1440 -0.1753  -0.13
N2 0.9456 3.0032 -0.2062  0.09
C4 0.0050 2.8843 0.7782  -0.50
O1 0.2829 2.3976 1.8666  0.03
N3 -1.2337 3.4109 0.5405  -0.03
C5 -1.7135 3.9336 -0.7171  -0.15
C6 -2.5044 2.8605 -1.4692  -0.15
C7 -3.6594 2.3781 -0.5918  -0.14
C8 -3.1791 1.9242 0.7911  -0.21
C9 -2.4194 0.5814 0.7558  -0.28
O2 -2.1712 0.2277 2.1009  -0.10
C10 -1.4761 -0.9919 2.2879  -0.16
C11 -0.4853 -0.8415 3.4459  -0.12
N4 0.7003 -0.1240 3.0510  0.11
C12 1.9103 -0.6956 3.0731  -0.60
O3 2.1678 -1.8196 3.4407  0.07
O4 2.8646 0.1684 2.6117  -0.07
C13 4.1948 -0.3055 2.7194  -0.07
C14 -3.2267 -0.4818 0.0431  -0.19
C15 -2.8214 -1.0084 -1.1757  -0.03
C16 -3.5742 -1.9868 -1.8017  -0.06
C17 -4.7372 -2.4567 -1.2191  -0.11
C18 -5.1328 -1.9360 0.0031  -0.66
Cl1 -6.5807 -2.5174 0.7489  0.68
C19 -4.3888 -0.9576 0.6371  -0.05
C20 -2.3100 3.0216 1.4266  -0.10
C21 3.0426 -0.0496 -1.0510  -0.10
C22 2.5786 -1.4874 -1.3062  -0.29
C23 3.7628 -2.4577 -1.2351  -0.16
C24 3.2712 -3.8921 -1.4213  -0.16
C25 2.1618 -4.1854 -0.4110  -0.21
O5 1.1005 -3.2652 -0.5340  -0.12
C26 1.5321 -1.9494 -0.2830  -0.17
H1 1.3639 1.4898 -4.5115  0.08
H2 2.2399 0.0737 -3.9044  0.07
H3 0.5584 0.3614 -3.4126  0.08
H4 2.7868 2.1200 -2.7164  0.11
H5 0.9671 0.5659 -1.0653  0.13
H6 2.1935 1.7317 0.8317  0.11
H7 3.0011 2.7366 -0.3991  0.13
H8 0.6588 3.2170 -1.1490  0.10
H9 -2.3793 4.7741 -0.4868  0.13
H10 -0.8933 4.3236 -1.3197  0.12
H11 -1.8453 2.0269 -1.7160  0.10
H12 -2.8932 3.2702 -2.4027  0.11
H13 -4.3600 3.2054 -0.4533  0.12
H14 -4.1956 1.5671 -1.0883  0.11
H15 -4.0468 1.7698 1.4384  0.15
H16 -1.4571 0.7094 0.2312  0.14
H17 -0.9343 -1.2773 1.3795  0.12
H18 -2.1953 -1.7891 2.5209  0.13
H19 -0.9848 -0.3087 4.2605  0.13
H20 -0.1679 -1.8284 3.7895  0.12
H21 0.5983 0.8259 2.6990  0.10
H22 4.8322 0.4882 2.3366  0.09
H23 4.3296 -1.2210 2.1370  0.08
H24 4.4421 -0.5218 3.7607  0.10
H25 -1.9107 -0.6569 -1.6387  0.11
H26 -3.2501 -2.3928 -2.7479  0.11
H27 -5.3281 -3.2204 -1.6992  0.10
H28 -4.6977 -0.5705 1.5956  0.12
H29 -2.9270 3.9003 1.6384  0.13
H30 -1.8718 2.6521 2.3535  0.13
H31 3.4282 0.0072 -0.0323  0.10
H32 3.8721 0.1798 -1.7270  0.13
H33 2.1256 -1.5673 -2.2999  0.14
H34 4.5030 -2.2093 -1.9994  0.12
H35 4.2437 -2.3637 -0.2577  0.12
H36 4.0895 -4.6000 -1.2844  0.11
H37 2.8724 -4.0142 -2.4308  0.12
H38 1.7231 -5.1706 -0.5819  0.12
H39 2.5679 -4.1458 0.6114  0.13
H40 0.6277 -1.3392 -0.3327  0.11
H41 1.9483 -1.8769 0.7319  0.12

The calculation puts the lowest unoccupied orbital energy at 0.6 eV. The value obtained for the HOMO energy is -8.96 eV. For the HOMO-LUMO gap, the calculation gives 0.353 Eh. As for the SMILES: CN[C@H](CNC(=O)N1CCC[C@@H]([C@@H](OCCNC(=O)OC)c2cccc(Cl)c2)C1)C[C@H]1CCCOC1.

(2)
C26H42BrN3P2PdS as an isolated structure in a non-equilibrium geometry, computed with ωB97M-V/def2-TZVPD.

Each line ends with the Mulliken spin population.
Element x y z (Å)
C1 -5.3254 -1.9324 1.2895  0.11
C2 -4.3524 -1.9919 0.2805  -0.01
C3 -4.6118 -1.4112 -0.9781  0.10
C4 -5.8402 -0.7516 -1.1545  0.00
N1 -6.7404 -0.6956 -0.1713  0.79
C5 -6.5120 -1.2485 1.0168  0.00
C6 -3.0781 -2.5606 0.5632  0.13
C7 -1.9973 -3.0040 0.9342  -0.03
C8 -0.5575 -3.1104 0.8851  0.17
C9 0.2273 -2.3466 1.7644  -0.07
C10 1.6130 -2.2430 1.5035  0.04
C11 2.0476 -2.5836 0.1909  0.07
C12 1.3352 -3.5725 -0.5488  0.15
C13 0.0498 -3.8568 -0.1604  -0.01
Pd1 1.4787 -0.5372 0.1430  0.79
P1 -0.3653 0.9355 0.7045  0.18
H1 -3.8948 -1.4702 -1.8055  0.01
H2 -5.1604 -2.3971 2.2571  0.01
H3 -6.0685 -0.2771 -2.1216  0.03
H4 -7.2792 -1.1738 1.8021  0.03
H5 -0.5471 -4.5876 -0.6812  0.01
H6 -0.1997 -1.8184 2.6183  0.04
H7 1.8706 -4.1001 -1.3461  0.00
H8 2.3251 -2.0197 2.2871  0.01
C14 0.2638 2.6308 1.0797  0.00
C15 -0.6538 3.8383 0.9136  0.01
H9 1.1608 2.7648 0.4586  0.00
H10 0.6214 2.5652 2.1200  0.00
H11 -0.0662 4.7508 1.0794  0.00
H12 -1.0876 3.9091 -0.0875  0.00
H13 -1.4794 3.8523 1.6330  0.00
C16 -1.4387 0.9716 -0.8122  0.00
C17 -2.7585 1.7453 -0.7312  0.00
H14 -1.6512 -0.0938 -1.0072  0.00
H15 -0.8276 1.3189 -1.6589  0.00
H16 -3.1126 1.9681 -1.7480  0.00
H17 -3.5328 1.1435 -0.2348  0.00
H18 -2.6848 2.6964 -0.1856  0.00
C18 -1.6494 0.5419 1.9841  -0.01
C19 -2.3010 1.6816 2.7743  0.00
H19 -1.1226 -0.1057 2.6953  0.01
H20 -2.4121 -0.0840 1.4983  0.02
H21 -2.8582 1.2475 3.6189  0.00
H22 -1.5611 2.3676 3.2053  0.00
H23 -3.0140 2.2689 2.1750  0.00
Br1 3.9010 -2.1747 -0.2542  0.15
P2 2.2387 0.4469 -1.8614  0.15
C20 1.5039 2.0116 -2.4893  0.00
C21 2.4034 2.8216 -3.4244  0.01
H24 1.2387 2.6068 -1.5984  0.01
H25 0.5613 1.7571 -2.9995  0.00
H26 1.8557 3.7112 -3.7633  0.00
H27 3.3211 3.1515 -2.9254  0.00
H28 2.7007 2.2460 -4.3099  0.00
C22 4.0385 0.7439 -1.7098  0.03
C23 4.8968 0.2593 -2.8784  0.01
H29 4.3432 0.2082 -0.7952  0.00
H30 4.1838 1.8207 -1.5271  0.00
H31 5.9535 0.2773 -2.5690  0.00
H32 4.6484 -0.7664 -3.1855  0.00
H33 4.7885 0.9040 -3.7630  0.00
C24 1.7649 -0.9190 -2.9794  0.03
C25 1.8061 -0.6434 -4.4774  0.02
H34 0.7322 -1.1614 -2.6811  0.00
H35 2.3685 -1.7963 -2.6985  -0.01
H36 1.5501 -1.5741 -5.0012  0.00
H37 1.0802 0.1246 -4.7671  0.00
H38 2.7899 -0.3007 -4.8182  0.00
N2 3.2725 -0.1761 5.2275  0.06
C26 2.0774 -0.6021 4.7365  -0.12
N3 1.8773 -1.9537 4.8161  0.02
S1 0.9579 0.4962 4.1159  1.03
H39 4.0705 -0.7987 5.2709  0.00
H40 3.4690 0.8205 5.1166  0.00
H41 0.9322 -2.2664 4.6564  0.00
H42 2.4223 -2.4993 5.4934  0.00

The calculation puts the lowest unoccupied orbital energy (alpha / beta) at -11.7 / -14.8 eV. Its expectation value of S² is 6.048. The value obtained for the HOMO energy (alpha / beta) is -18.22 / -19.69 eV. The multiplicity is 5. For the HOMO-LUMO gap (alpha / beta), the calculation gives 0.241 / 0.182 Eh. The total charge is +4.

(3)
C26H42Cl3N4O4SiTi as an isolated structure in a non-equilibrium geometry, computed with ωB97M-V/def2-TZVPD.

Each line ends with the Mulliken spin population.
Element x y z (Å)
C1 -3.1948 2.5837 -2.2794  0.00
C2 -2.5166 1.7754 -3.3548  0.00
H1 -2.7227 3.5764 -2.1834  0.00
H2 -3.1600 2.0381 -1.3184  0.01
H3 -4.2591 2.7536 -2.5512  0.00
C3 -2.4858 2.2415 -4.6301  0.00
C4 -2.8551 3.6182 -5.0403  0.00
H4 -2.4044 1.5547 -5.4653  0.00
H5 -2.3614 4.3817 -4.4313  0.00
H6 -3.9350 3.8129 -5.0342  0.00
H7 -2.5070 3.7723 -6.0686  0.00
Ti1 -1.5836 -0.1651 0.2712  0.79
Cl1 -2.1130 -0.4654 2.4512  0.00
Cl2 -3.7587 -0.6492 -0.2788  0.02
C5 -0.5058 -2.8344 0.9518  0.09
O1 -0.3956 -1.6465 0.3766  -0.01
N1 0.5329 -3.6373 1.0524  0.05
C6 1.8800 -3.0959 1.2057  0.01
C7 0.3561 -5.0382 0.7578  0.01
H8 -1.5172 -3.1783 1.2671  -0.01
H9 1.9939 -2.5394 2.1505  0.00
H10 2.1684 -2.4460 0.3639  0.00
H11 2.5502 -3.9522 1.2269  0.00
H12 -0.4763 -5.4471 1.3419  0.00
H13 1.2885 -5.5476 0.9836  0.00
H14 0.1354 -5.1762 -0.3159  0.00
H15 0.3344 3.9345 4.0805  0.00
H16 -0.2776 3.9504 0.2991  0.00
C8 1.0710 3.6703 3.3116  0.01
C9 0.6399 3.8868 0.8874  0.00
N2 0.4279 3.1440 2.1284  0.01
H17 1.7732 2.9499 3.7561  0.00
C10 -0.1974 1.9758 2.1364  0.02
O2 -0.6875 1.5390 1.0367  0.01
H18 1.4372 3.4550 0.2672  0.00
H19 -0.2455 1.4203 3.1091  0.00
H20 1.6155 4.5732 3.0254  0.00
H21 0.9443 4.8987 1.1799  0.00
O3 -1.5637 0.2744 -1.4509  0.01
C11 -2.1215 0.3657 -2.9103  -0.01
C12 -0.5915 0.1404 -5.0769  0.00
C13 -1.4680 -0.3953 -4.1051  0.00
H22 -0.2856 1.1802 -5.0235  0.00
C14 -0.1344 -0.6241 -6.1538  0.00
H23 -3.0666 -0.1608 -2.6872  0.00
C15 -1.9957 -1.6740 -4.3703  0.00
H24 0.5747 -0.2054 -6.8675  0.00
C16 -0.6205 -1.9203 -6.3667  0.00
C17 -1.5436 -2.4433 -5.4568  0.00
H25 -2.7735 -2.0668 -3.6966  0.00
H26 -0.2501 -2.5372 -7.2051  0.00
H27 -1.9826 -3.4236 -5.6305  0.00
Si1 1.3311 0.5945 -2.5631  0.00
Cl3 0.8337 2.5347 -3.1470  0.00
C18 2.3779 0.2000 -3.9860  0.00
C19 0.7895 -1.3593 -2.4978  0.00
C20 1.6915 0.6279 -0.7069  0.01
H28 2.3569 -0.8613 -4.2813  0.00
H29 3.3173 0.5193 -3.5096  0.00
H30 2.0592 0.8535 -4.8249  0.00
H31 1.4391 1.5859 -0.2378  -0.01
H32 2.7937 0.5074 -0.7489  0.00
H33 1.2885 -0.1954 -0.0706  0.01
H34 0.4358 -1.7559 -3.4717  0.00
H35 0.0807 -1.7367 -1.7320  0.01
H36 1.7338 -1.8792 -2.2806  0.00
N3 2.3912 -0.4234 9.3032  0.02
C21 2.3903 -1.3685 8.2904  0.03
O4 3.0823 -2.3500 8.3208  0.11
C22 1.5265 -1.0128 7.0983  0.25
C23 0.8722 0.2126 6.9257  0.12
C24 0.1882 0.4594 5.7273  -0.01
N4 0.1553 -0.4232 4.7293  0.24
C25 0.6930 -1.6387 4.9074  0.04
C26 1.4089 -1.9685 6.0708  0.07
H37 2.9158 -0.6781 10.1293  0.00
H38 1.6925 0.2870 9.3958  0.00
H39 0.8975 0.9926 7.6763  0.06
H40 -0.3405 1.3992 5.5701  0.01
H41 0.5606 -2.3722 4.1018  0.01
H42 1.8714 -2.9484 6.1453  0.03

The calculation puts the lowest unoccupied orbital energy (alpha / beta) at 2.1 / 2.1 eV. Its expectation value of S² is 2.019. The value obtained for the HOMO energy (alpha / beta) is -0.79 / -4.99 eV. As for the relative energy (zero: lowest compared OMol25 entry of this formula, charge and spin): 147.62 kcal/mol. The multiplicity is 3. For the HOMO-LUMO gap (alpha / beta), the calculation gives 0.107 / 0.262 Eh. The total charge is -1.